Below is C19H28F3N4Ru as an isolated structure at a distorted geometry, with properties calculated with ωB97M-V/def2-TZVPD.

Output
E_HOMO (spin up / spin down) in eV: -14.50 / -14.62
Frontier orbital gap (spin up / spin down) in eV: 7.125 / 5.859
E_tot in eV: -36835.80782
Max |F| in eV Å⁻¹: 2.31
LUMO energy (spin up / spin down) in Eh: -0.271 / -0.322
⟨S²⟩: 0.9985
ΔE to the lowest compared entry with this formula, charge and spin in kcal/mol: 19.5

ORCA input file:
```
! wB97M-V def2-TZVPD RIJCOSX def2/J DEFGRID3
* xyz 2 2
Ru -1.0004 0.0697 0.1350
C -2.1381 2.3881 -2.1369
C -1.2139 1.3257 -2.7097
N -1.3780 -0.0013 -2.0710
C -2.6104 -0.7332 -2.3929
C -2.6935 -1.9317 -1.4891
N -2.6231 -1.4640 -0.0996
C -2.7326 -2.5412 0.9240
C -2.0192 -2.1510 2.1930
C -2.4620 -0.8047 2.7404
N -1.5140 0.2442 2.2980
C -1.9225 1.6442 2.4946
C -3.0268 2.0136 1.5280
N -2.6861 1.6034 0.1476
C -1.9818 2.6423 -0.6506
H -3.1855 2.1531 -2.3554
H -1.9274 3.3155 -2.6709
H -0.1798 1.6215 -2.5556
H -1.3862 1.2606 -3.7868
H -0.5879 -0.5771 -2.3358
H -2.6229 -1.0489 -3.4361
H -3.4703 -0.0802 -2.2386
H -1.8429 -2.5866 -1.6681
H -3.6041 -2.5032 -1.6769
H -3.3828 -0.8112 0.0501
H -2.2717 -3.4457 0.5348
H -3.7844 -2.7626 1.1124
H -0.9562 -2.0911 1.9711
H -2.1483 -2.9403 2.9341
H -2.5075 -0.8414 3.8285
H -3.4621 -0.5371 2.3873
H -0.6369 0.0900 2.7792
H -1.0450 2.2566 2.3097
H -2.2562 1.8354 3.5165
H -3.1954 3.0880 1.5877
H -3.9584 1.5256 1.8084
H -3.5456 1.3939 -0.3427
H -0.9271 2.6437 -0.3798
H -2.3783 3.6273 -0.4052
F 8.3979 -1.8661 -0.2905
C 7.9838 -0.5995 -0.2415
F 8.4138 0.0383 -1.3349
F 8.5288 -0.0080 0.8265
C 6.4731 -0.5221 -0.1616
C 5.6911 -1.6601 -0.1468
C 4.2714 -1.5573 -0.0819
C 3.6419 -0.3074 -0.0346
C 4.4529 0.8367 -0.0403
C 5.8701 0.7231 -0.1034
C 2.2330 -0.2058 0.0194
C 1.0055 -0.1046 0.0685
H 6.1646 -2.6320 -0.1847
H 3.6628 -2.4538 -0.0703
H 3.9876 1.8147 0.0035
H 6.4870 1.6140 -0.1059
*
```

Below is a 2-piece molecular cluster, C8H12O6 overall at a distorted geometry, with properties calculated with ωB97M-V/def2-TZVPD.

Output
E_HOMO in eV: -9.92
Frontier orbital gap in eV: 10.225
E_tot in eV: -20771.15969
Max |F| in eV Å⁻¹: 10.49
LUMO energy in Eh: 0.011
ΔE to the lowest compared entry with this formula, charge and spin in kcal/mol: 117.0

ORCA input file:
```
! wB97M-V def2-TZVPD RIJCOSX def2/J DEFGRID3
* xyz 0 1
C 74.5600 31.8440 30.6890
C 73.7920 32.4180 31.8550
C 73.1940 31.4300 32.8280
O 73.8050 31.8890 34.0400
C 74.5340 32.8930 33.8580
O 75.2230 33.4740 34.8420
O 74.5510 33.3500 32.6240
H 73.8660 31.3230 29.9600
H 75.2370 30.9420 31.1390
H 74.9640 32.6250 30.3180
H 72.9500 33.0480 31.4010
H 73.1930 30.4510 32.5350
H 72.0590 31.3910 32.8190
C 69.3140 37.0860 31.9110
C 70.2220 35.8330 31.8760
C 69.5860 34.5890 31.2300
O 70.5490 34.0870 30.5290
C 71.4580 35.0680 30.1790
O 72.3540 34.9220 29.3800
O 71.2770 36.0130 30.8830
H 68.5150 37.0150 32.4300
H 68.7790 37.0750 30.9530
H 69.9570 38.0420 32.2510
H 70.6430 35.7870 32.7000
H 68.7500 34.9180 30.6430
H 69.2880 33.9460 31.9760
*
```

Below is C15H26I2N10O3STb as an isolated structure, with properties calculated with ωB97M-V/def2-TZVPD.

Output
E_HOMO (spin up / spin down) in eV: -17.20 / -17.20
Frontier orbital gap (spin up / spin down) in eV: 7.916 / 7.940
E_tot in eV: -86473.07122
Max |F| in eV Å⁻¹: 0.28
LUMO energy (spin up / spin down) in Eh: -0.341 / -0.340
⟨S²⟩: 12.6760
ΔE to the lowest compared entry with this formula, charge and spin in kcal/mol: 0.0

ORCA input file:
```
! wB97M-V def2-TZVPD RIJCOSX def2/J DEFGRID3
* xyz 3 7
Tb -0.3178 0.2761 -0.0539
C -2.5334 -3.5942 2.1723
N -2.1113 -3.7511 0.7742
C -2.5154 -5.0065 0.1301
C -1.5242 -2.7585 0.1618
O -1.2885 -1.6597 0.7511
C -1.0926 -2.8870 -1.2938
O -0.1666 -1.8396 -1.5823
C 1.1229 -2.2297 -2.0451
C 2.1552 -1.4150 -1.2736
O 1.7135 -0.6316 -0.3841
N 3.4270 -1.5395 -1.5433
C 3.9539 -2.4735 -2.5442
C 4.4460 -0.8168 -0.7731
H -2.7318 -4.5814 2.5790
H -3.4422 -2.9950 2.2282
H -1.7429 -3.1237 2.7489
H -2.0186 -5.8385 0.6254
H -2.2711 -5.0148 -0.9275
H -3.5936 -5.1184 0.2356
H -1.9649 -2.7809 -1.9425
H -0.6349 -3.8562 -1.4850
H 1.1950 -2.0390 -3.1176
H 1.2982 -3.2949 -1.8804
H 3.2023 -2.7353 -3.2830
H 4.3220 -3.3748 -2.0542
H 4.7798 -1.9897 -3.0603
H 3.9712 -0.2299 0.0039
H 5.0086 -0.1724 -1.4468
H 5.1247 -1.5426 -0.3269
N 2.0550 3.8601 1.7242
C 1.2826 2.8151 1.9829
N 0.8802 2.2763 0.8324
C 1.4874 3.0771 -0.1075
N 2.2035 4.0412 0.4010
C 1.3670 2.8269 -1.5454
C 1.9817 3.6454 -2.4929
N 1.8923 3.3873 -3.7869
C 1.1851 2.3240 -4.1478
C 0.5548 1.5104 -3.2154
N 0.6458 1.7567 -1.9053
H 2.5124 4.4849 2.3750
H 1.0345 2.4776 2.9770
H 2.5515 4.5122 -2.1805
H 1.1067 2.1111 -5.2070
H -0.0417 0.6657 -3.5346
N -2.5558 1.4707 0.8177
N -3.5346 1.8733 -0.1044
C -3.5618 1.3730 -1.3518
N -4.5693 1.7267 -2.1300
S -2.3740 0.3016 -1.9464
H -2.9586 0.8038 1.4747
H -2.2744 2.2887 1.3547
H -4.3199 2.4004 0.2537
H -5.3077 2.3467 -1.8295
H -4.6130 1.3758 -3.0738
I -0.7613 -0.0578 3.3481
I -1.2154 2.0528 4.8753
*
```

Below is a 5-piece molecular cluster, C2H14O5 overall at a distorted geometry, with properties calculated with ωB97M-V/def2-TZVPD.

Output
E_HOMO in eV: -10.63
Frontier orbital gap in eV: 11.148
E_tot in eV: -12538.67556
Max |F| in eV Å⁻¹: 1.71
LUMO energy in Eh: 0.019
ΔE to the lowest compared entry with this formula, charge and spin in kcal/mol: 11.1

ORCA input file:
```
! wB97M-V def2-TZVPD RIJCOSX def2/J DEFGRID3
* xyz 0 1
C 0.8529 -0.0172 1.7084
C -0.4874 -0.6315 2.1972
O -1.5850 0.2504 2.2694
H 0.8187 0.4293 0.7191
H 1.5943 -0.7803 1.6420
H 1.2371 0.8673 2.2938
H -0.3105 -1.0068 3.1798
H -0.8311 -1.4521 1.5590
H -1.3123 1.0915 2.7081
O 0.7926 1.2684 -1.6394
H 1.3045 2.0762 -1.8210
H -0.0965 1.5770 -1.3795
O -1.2462 -1.0445 -2.1147
H -1.2616 -0.9569 -3.0575
H -0.3737 -1.3995 -1.8915
O 1.6513 -1.2653 -2.0187
H 2.1815 -1.5971 -1.2586
H 1.7280 -0.2759 -1.9357
O -1.7082 1.2703 -0.6163
H -1.4538 1.2771 0.3171
H -1.4948 0.3195 -0.8610
*
```

Below is an isolated ion of composition C6H13N2 and charge +1 at a distorted geometry, with properties calculated with ωB97M-V/def2-TZVPD.

Output
E_HOMO in eV: -12.69
Frontier orbital gap in eV: 9.402
E_tot in eV: -9404.67537
Max |F| in eV Å⁻¹: 2.94
LUMO energy in Eh: -0.121
ΔE to the lowest compared entry with this formula, charge and spin in kcal/mol: 50.6

ORCA input file:
```
! wB97M-V def2-TZVPD RIJCOSX def2/J DEFGRID3
* xyz 1 1
C 2.6226 -0.7607 -0.8045
C 1.2412 -0.7693 -0.1331
C 0.4029 0.3662 -0.7207
C -1.1044 0.1932 -0.4349
C -1.8119 -0.5120 -1.3278
C -2.2365 1.6352 1.0374
N -1.4754 0.6512 0.8178
N 1.4366 -0.6174 1.3761
H 3.4668 -0.2246 -0.3782
H 2.9252 -1.7874 -0.9570
H 2.5301 -0.2698 -1.7678
H 0.7120 -1.7397 -0.2361
H 0.6506 1.3324 -0.2389
H 0.6469 0.6270 -1.7501
H -2.8811 -0.7707 -1.2400
H -1.4797 -0.8334 -2.2940
H -2.3071 2.0218 2.0594
H -3.0929 2.0108 0.4318
H 2.3698 -0.4270 1.7410
H 0.6856 -0.0368 1.7853
H 1.3236 -1.5770 1.7589
*
```

Below is a 6-piece molecular cluster, C36H90N6O12 overall at a distorted geometry, with properties calculated with ωB97M-V/def2-TZVPD.

Output
E_HOMO in eV: -8.47
Frontier orbital gap in eV: 9.083
E_tot in eV: -72288.44681
Max |F| in eV Å⁻¹: 3.49
LUMO energy in Eh: 0.023
ΔE to the lowest compared entry with this formula, charge and spin in kcal/mol: 376.0

ORCA input file:
```
! wB97M-V def2-TZVPD RIJCOSX def2/J DEFGRID3
* xyz 0 1
C -9.0360 -13.8900 -3.8512
O -9.5604 -14.8936 -4.6560
C -10.3964 -14.3914 -5.7604
C -10.5886 -15.5212 -6.8406
N -9.3133 -15.7700 -7.5175
C -9.1485 -14.9733 -8.6796
C -7.9316 -15.3986 -9.5705
O -8.0008 -14.7366 -10.8067
C -7.4108 -15.4740 -11.8170
H -9.7808 -13.1402 -3.5846
H -8.0507 -13.5608 -4.1813
H -9.0601 -14.4425 -2.9119
H -9.9085 -13.4967 -6.1471
H -11.3782 -14.1947 -5.3297
H -11.3392 -15.2203 -7.5714
H -10.9572 -16.4102 -6.3288
H -8.5544 -15.7772 -6.8510
H -8.9373 -13.9987 -8.2396
H -10.0221 -14.9476 -9.3310
H -7.9155 -16.4874 -9.6196
H -7.0121 -15.1527 -9.0392
H -7.6049 -16.5460 -11.8511
H -6.3365 -15.4482 -11.6344
H -7.4953 -14.9417 -12.7645
C -14.3527 -21.6151 -5.9446
O -14.0892 -20.2494 -6.1835
C -13.2755 -19.8856 -7.4093
C -14.0795 -19.9580 -8.7747
N -13.3001 -19.5803 -9.9479
C -12.8105 -18.2176 -9.9484
C -13.9199 -17.1038 -9.8636
O -13.7221 -16.0395 -10.7834
C -12.6556 -15.1941 -10.5659
H -15.0608 -21.7483 -5.1267
H -13.4733 -22.2326 -5.7615
H -14.8735 -22.0982 -6.7712
H -12.4105 -20.5468 -7.4608
H -12.7824 -18.9141 -7.4443
H -15.0151 -19.4232 -8.6111
H -14.4084 -20.9911 -8.8862
H -13.8651 -19.8565 -10.7381
H -12.4736 -18.0911 -10.9773
H -11.9644 -18.0018 -9.2959
H -13.8881 -16.7585 -8.8302
H -14.8685 -17.5432 -10.1722
H -12.7514 -14.2330 -11.0711
H -11.7679 -15.6575 -10.9966
H -12.3911 -14.9647 -9.5337
C -6.3750 -1.7147 -15.9375
O -6.3081 -2.4297 -17.2015
C -7.3206 -1.8853 -18.1451
C -6.6480 -2.1712 -19.5480
N -7.3241 -1.4849 -20.7451
C -8.6515 -1.9900 -20.9899
C -9.1858 -1.6964 -22.4069
O -10.3278 -2.4412 -22.6821
C -10.7445 -2.2754 -24.0656
H -5.4778 -1.9207 -15.3540
H -7.3124 -1.8979 -15.4123
H -6.2585 -0.6340 -16.0190
H -7.4589 -0.8075 -18.0595
H -8.2533 -2.4432 -18.0608
H -6.5352 -3.2446 -19.7003
H -5.6098 -1.8724 -19.4030
H -6.7342 -1.3897 -21.5593
H -9.3417 -1.6191 -20.2322
H -8.5820 -3.0778 -20.9844
H -8.3759 -1.8844 -23.1117
H -9.4650 -0.6471 -22.5019
H -10.2458 -2.8100 -24.8740
H -10.7170 -1.2214 -24.3420
H -11.6929 -2.7883 -24.2256
C -11.3600 -11.4904 -8.9716
O -11.7752 -10.2392 -9.4851
C -10.9209 -9.1711 -9.0824
C -11.8596 -7.9075 -9.0378
N -12.9226 -8.0541 -8.0420
C -13.7581 -6.8717 -8.0693
C -14.7535 -6.9687 -6.7345
O -15.8269 -5.9906 -6.8887
C -15.4468 -4.6777 -6.6121
H -10.9302 -11.3847 -7.9755
H -10.5599 -11.9820 -9.5249
H -12.2031 -12.1767 -9.0511
H -10.0719 -9.0672 -9.7580
H -10.5466 -9.3946 -8.0834
H -12.1652 -7.6927 -10.0618
H -11.2617 -7.0141 -8.8580
H -13.5445 -8.8379 -8.1801
H -14.3791 -6.7410 -8.9556
H -13.1533 -5.9733 -7.9460
H -14.2056 -6.5999 -5.8673
H -15.1382 -7.9517 -6.4630
H -16.2620 -4.0298 -6.9344
H -14.6151 -4.2943 -7.2031
H -15.4725 -4.5549 -5.5294
C -10.1258 -13.1446 -12.8320
O -10.3986 -11.8836 -13.4667
C -10.1905 -10.7665 -12.6625
C -10.4243 -9.5285 -13.5080
N -9.2477 -9.4226 -14.4980
C -9.1600 -8.2497 -15.3821
C -7.7458 -8.2347 -16.0221
O -7.7554 -7.1080 -16.9037
C -6.5426 -6.3015 -16.9086
H -10.4985 -13.2120 -11.8099
H -9.0569 -13.3435 -12.9084
H -10.7333 -13.9237 -13.2927
H -9.1153 -10.8310 -12.4952
H -10.7965 -10.7877 -11.7567
H -10.3801 -8.6412 -12.8764
H -11.3680 -9.4042 -14.0392
H -9.2028 -10.2141 -15.1238
H -9.3600 -7.3959 -14.7347
H -9.8844 -8.3793 -16.1862
H -7.5710 -9.0963 -16.6665
H -6.9119 -8.1773 -15.3226
H -5.8237 -6.7888 -17.5672
H -6.1253 -6.1793 -15.9090
H -6.7899 -5.2863 -17.2191
C -14.1647 2.7234 -13.3538
O -13.5179 1.5621 -13.8477
C -13.6368 0.4204 -13.0735
C -13.3072 -0.7954 -13.9482
N -13.0356 -1.9308 -13.1051
C -12.1799 -2.9155 -13.7648
C -12.1227 -4.2895 -13.1874
O -11.5105 -4.0928 -11.9590
C -11.3618 -5.1889 -11.1081
H -15.2412 2.6851 -13.5201
H -13.7355 3.3510 -14.1349
H -13.9486 2.9876 -12.3186
H -14.6979 0.4102 -12.8244
H -13.0121 0.4543 -12.1809
H -12.4138 -0.5564 -14.5252
H -14.1008 -1.1548 -14.6033
H -12.5092 -1.6688 -12.2840
H -11.1582 -2.5369 -13.7355
H -12.6433 -2.9963 -14.7481
H -11.5399 -4.9919 -13.7833
H -13.1539 -4.6403 -13.2298
H -11.0735 -6.0612 -11.6947
H -12.3010 -5.2893 -10.5640
H -10.5321 -5.0598 -10.4131
*
```